Model 1:
DFT (the ωB97M-V functional and the def2-TZVPD basis) results for a 3-piece molecular cluster, C4H12O3 overall.

XYZ file:
```
19
Properties=species:S:1:pos:R:3:nbo_charge:R:1
C 1.705 1.232 -1.140 -0.646
C 1.518 0.740 0.281 -0.225
C 0.661 -0.209 0.633 0.270
C 0.477 -0.829 1.972 -0.674
O -0.288 -0.637 -0.325 -0.758
H 1.117 0.598 -1.795 0.222
H 2.766 1.192 -1.369 0.218
H 1.377 2.268 -1.191 0.218
H 2.271 1.069 0.985 0.202
H 0.840 -1.862 2.076 0.218
H -0.583 -0.915 2.202 0.228
H 1.174 -0.351 2.661 0.231
H -0.051 -1.541 -0.558 0.495
O -1.871 1.690 -0.537 -0.949
H -1.291 1.721 -1.306 0.468
H -1.576 0.917 -0.045 0.480
O -2.588 -1.959 -1.035 -0.954
H -2.525 -1.037 -1.245 0.483
H -3.135 -2.088 -0.263 0.473
```

Output
Orbital gap: 0.364 Ha
HOMO: -9.26 eV

***

Model 2:
DFT (the ωB97M-V functional and the def2-TZVPD basis) results for a 3-piece molecular cluster, C4H12O3 overall.

XYZ file:
```
19
Properties=species:S:1:pos:R:3:nbo_charge:R:1
C 1.796 2.140 0.476 -0.649
C 0.341 1.745 0.620 -0.163
C -0.662 1.786 -0.286 -0.245
C -1.994 1.343 0.093 -0.099
O -2.383 1.435 1.509 -0.707
H 2.020 3.135 1.054 0.223
H 2.404 1.323 0.765 0.219
H 2.174 2.277 -0.548 0.211
H 0.140 1.494 1.694 0.184
H -0.493 1.958 -1.392 0.214
H -2.181 0.297 -0.198 0.157
H -2.652 2.042 -0.525 0.192
H -1.770 0.876 1.956 0.459
O 2.146 -5.721 -2.430 -0.916
H 2.507 -6.013 -1.586 0.459
H 2.503 -4.864 -2.358 0.456
O -1.091 -2.001 0.611 -0.913
H -1.846 -1.581 0.831 0.454
H -0.961 -1.670 -0.288 0.464
```

Output
Orbital gap: 0.373 Ha
HOMO: -9.53 eV

***

Stability, lowest: model 2

***

Model 1:
DFT (the ωB97M-V functional and the def2-TZVPD basis) results for a 2-piece molecular cluster, C4H12O3 overall.

XYZ file:
```
19
Properties=species:S:1:pos:R:3:nbo_charge:R:1
C -1.832 1.229 1.228 -0.650
C -0.400 0.995 0.871 0.110
O 0.271 0.110 1.812 -0.731
C -0.176 0.474 -0.546 -0.466
C 1.249 0.229 -0.943 -0.061
O 1.509 0.571 -2.286 -0.713
H -2.036 1.574 2.234 0.226
H -2.282 1.884 0.474 0.224
H -2.398 0.308 1.015 0.206
H 0.193 1.924 0.944 0.164
H -0.443 -0.388 2.219 0.462
H -0.693 1.191 -1.189 0.206
H -0.749 -0.460 -0.465 0.221
H 1.474 -0.810 -0.693 0.153
H 1.936 0.756 -0.270 0.182
H 0.766 0.317 -2.848 0.465
O -0.404 -2.868 -0.132 -0.945
H 0.161 -3.125 0.619 0.477
H 0.161 -2.877 -0.913 0.472
```

Output
Orbital gap: 0.389 Ha
HOMO: -9.91 eV

***

Model 2:
DFT (the ωB97M-V functional and the def2-TZVPD basis) results for a 2-piece molecular cluster, C4H12O3 overall.

XYZ file:
```
19
Properties=species:S:1:pos:R:3:nbo_charge:R:1
C 2.397 -0.653 0.043 -0.651
C 1.407 -0.987 -1.081 0.380
O 0.717 0.159 -1.512 -0.751
O 0.539 -2.013 -0.706 -0.724
H 2.986 0.217 -0.234 0.215
H 1.861 -0.444 0.968 0.191
H 3.058 -1.499 0.208 0.215
H 1.955 -1.357 -1.955 0.146
H -0.115 0.208 -1.008 0.482
H -0.055 -1.674 -0.020 0.474
C -0.595 1.417 0.908 -0.266
O -1.234 0.169 0.453 -0.586
C -2.619 0.309 0.250 -0.248
H -0.804 2.213 0.190 0.185
H 0.475 1.276 1.029 0.211
H -1.024 1.659 1.885 0.181
H -3.000 -0.674 -0.036 0.202
H -3.116 0.647 1.169 0.172
H -2.833 1.027 -0.549 0.172
```

Output
Orbital gap: 0.392 Ha
HOMO: -9.85 eV

***

Model 3:
DFT (the ωB97M-V functional and the def2-TZVPD basis) results for a 3-piece molecular cluster, C4H12O3 overall.

XYZ file:
```
19
Properties=species:S:1:pos:R:3:nbo_charge:R:1
C -1.038 -1.269 -0.285 -0.609
C 0.386 -0.760 -0.189 -0.395
C 0.456 0.757 -0.195 -0.507
C 1.827 1.330 0.033 0.473
O 2.078 2.025 0.986 -0.552
H -1.167 -2.302 0.043 0.217
H -1.406 -1.315 -1.309 0.207
H -1.687 -0.754 0.421 0.205
H 0.938 -1.210 -1.015 0.205
H 0.824 -1.170 0.722 0.207
H -0.218 1.148 0.566 0.225
H 0.181 1.098 -1.187 0.221
H 2.594 1.096 -0.720 0.117
O 4.653 2.404 1.836 -0.975
H 3.714 2.157 1.814 0.494
H 4.774 3.303 1.539 0.467
O -5.955 -2.422 -1.093 -0.929
H -5.345 -2.011 -1.717 0.464
H -5.610 -2.105 -0.251 0.465
```

Output
Orbital gap: 0.396 Ha
HOMO: -10.28 eV

***

Model 4:
DFT (the ωB97M-V functional and the def2-TZVPD basis) results for a 3-piece molecular cluster, C4H12O3 overall.

XYZ file:
```
19
Properties=species:S:1:pos:R:3:nbo_charge:R:1
C 0.160 -0.068 2.150 -0.594
C 0.295 -0.906 0.881 -0.337
C -0.282 -2.328 1.005 -0.608
C -0.320 -0.258 -0.341 0.459
O 0.307 0.246 -1.239 -0.522
H 0.410 0.971 1.962 0.224
H -0.817 -0.201 2.578 0.207
H 0.874 -0.451 2.885 0.215
H 1.326 -0.975 0.594 0.217
H -0.697 -2.503 1.994 0.210
H -1.109 -2.518 0.310 0.211
H 0.471 -3.091 0.824 0.221
H -1.425 -0.304 -0.444 0.098
O 2.154 -0.316 -5.631 -0.951
H 2.684 -0.941 -6.144 0.473
H 2.680 0.137 -4.966 0.478
O -1.976 4.198 1.234 -0.933
H -2.400 4.532 0.433 0.468
H -2.334 4.777 1.916 0.466
```

Output
Orbital gap: 0.382 Ha
HOMO: -9.53 eV

***

Stability, lowest: model 2

***

Model 1:
DFT (the ωB97M-V functional and the def2-TZVPD basis) results for a 4-piece molecular cluster, C4H12O3 overall.

XYZ file:
```
19
Properties=species:S:1:pos:R:3:nbo_charge:R:1
C -0.975 -0.543 1.919 -0.381
C -0.359 -1.604 1.300 -0.193
C 0.635 -1.391 0.222 -0.248
C 0.584 -2.249 -0.745 -0.333
H -0.822 0.466 1.507 0.156
H -1.624 -0.707 2.827 0.216
H -0.526 -2.612 1.589 0.208
H 1.314 -0.654 0.283 0.179
H 1.285 -2.432 -1.574 0.199
H -0.212 -3.074 -0.830 0.192
O 1.475 1.911 0.457 -0.962
H 0.952 1.374 1.168 0.486
H 2.083 1.174 -0.002 0.484
O 0.180 1.963 -1.978 -0.938
H 0.620 2.330 -1.303 0.480
H 0.072 2.816 -2.534 0.474
O -1.977 0.961 -0.750 -0.952
H -1.388 1.178 -0.051 0.440
H -1.318 1.091 -1.506 0.494
```

Output
Orbital gap: 0.357 Ha
HOMO: -9.32 eV

***

Model 2:
DFT (the ωB97M-V functional and the def2-TZVPD basis) results for a 2-piece molecular cluster, C4H12O3 overall.

XYZ file:
```
19
Properties=species:S:1:pos:R:3:nbo_charge:R:1
C -1.028 -0.613 -2.364 -0.652
C -0.827 0.413 -1.221 0.106
O -1.640 -0.054 -0.101 -0.746
C 0.689 0.411 -0.630 -0.461
C 0.611 1.038 0.757 -0.058
O 1.801 1.734 1.095 -0.749
H -2.061 -0.653 -2.614 0.221
H -0.304 -0.631 -3.228 0.219
H -0.847 -1.651 -2.050 0.202
H -1.252 1.405 -1.418 0.189
H -1.437 -1.011 0.071 0.470
H 1.236 1.229 -1.187 0.222
H 1.085 -0.638 -0.708 0.212
H 0.234 0.344 1.642 0.171
H -0.171 1.813 0.688 0.181
H 2.481 1.273 1.575 0.472
O 0.270 -2.190 1.890 -0.929
H 0.624 -1.809 2.705 0.466
H 0.290 -3.081 2.192 0.464
```

Output
Orbital gap: 0.366 Ha
HOMO: -9.53 eV

***

Stability, lowest: model 1

***

Model 1:
DFT (the ωB97M-V functional and the def2-TZVPD basis) results for a 3-piece molecular cluster, C4H12O3 overall.

XYZ file:
```
19
Properties=species:S:1:pos:R:3:nbo_charge:R:1
C 0.037 -1.514 -1.365 -0.615
C 0.527 -0.354 -0.383 -0.340
C 0.626 0.982 -1.075 -0.609
C 1.938 -0.662 0.094 0.466
O 2.919 -0.405 -0.495 -0.508
H -0.157 -1.178 -2.386 0.221
H -0.838 -2.082 -1.071 0.227
H 0.833 -2.207 -1.593 0.217
H -0.268 -0.200 0.492 0.203
H -0.297 1.472 -1.084 0.197
H 1.329 0.842 -2.103 0.226
H 1.225 1.708 -0.621 0.212
H 1.870 -1.178 1.073 0.091
O -2.058 2.071 1.426 -0.933
H -1.973 2.175 0.510 0.467
H -1.152 2.322 1.743 0.474
O -1.694 -0.902 2.431 -0.923
H -2.034 -0.128 1.964 0.481
H -0.832 -0.762 2.442 0.445
```

Output
Orbital gap: 0.376 Ha
HOMO: -9.90 eV

***

Model 2:
DFT (the ωB97M-V functional and the def2-TZVPD basis) results for a 3-piece molecular cluster, C4H12O3 overall.

XYZ file:
```
19
Properties=species:S:1:pos:R:3:nbo_charge:R:1
C 0.759 1.160 -2.140 -0.627
C -0.053 0.509 -1.028 -0.405
C 0.339 -0.766 -0.304 -0.516
C 1.615 -0.922 0.446 0.432
O 2.367 -1.830 0.185 -0.538
H 0.333 1.005 -3.173 0.214
H 1.731 0.666 -2.313 0.213
H 0.833 2.206 -1.822 0.220
H -1.103 0.411 -1.471 0.221
H -0.263 1.301 -0.282 0.193
H 0.390 -1.566 -1.074 0.226
H -0.479 -1.029 0.398 0.220
H 2.011 -0.218 1.224 0.139
O -3.484 0.356 0.203 -0.920
H -4.100 -0.373 0.410 0.463
H -2.699 -0.161 0.471 0.459
O 0.662 -0.485 3.039 -0.930
H 0.962 -0.614 3.951 0.471
H 0.178 0.352 3.281 0.466
```

Output
Orbital gap: 0.355 Ha
HOMO: -9.35 eV

***

Stability, lowest: model 1

***

Model 1:
DFT (the ωB97M-V functional and the def2-TZVPD basis) results for a 2-piece molecular cluster, C10H10N2O2 overall.

XYZ file:
```
24
Properties=species:S:1:pos:R:3:nbo_charge:R:1
O 3.995 -3.096 0.004 -0.564
C 3.253 -2.220 0.353 0.628
C 3.772 -0.854 0.315 -0.353
C 2.884 0.130 0.560 0.063
N 1.450 -0.099 1.034 -0.614
C 1.145 -1.414 1.268 0.771
O 0.306 -1.842 2.158 -0.620
N 1.911 -2.350 0.563 -0.639
H 4.842 -0.796 0.071 0.263
H 2.934 1.132 0.411 0.202
H 0.886 0.652 1.204 0.423
H 1.812 -3.339 1.018 0.440
C -2.954 1.739 0.247 -0.229
C -2.494 0.789 -0.700 -0.205
C -2.986 1.091 -2.056 -0.229
C -3.649 2.238 -2.379 -0.218
C -3.841 3.243 -1.497 -0.240
C -3.386 2.990 -0.252 -0.202
H -2.631 1.802 1.336 0.215
H -1.809 -0.082 -0.435 0.231
H -2.441 0.561 -2.888 0.218
H -4.120 2.295 -3.425 0.219
H -4.392 4.296 -1.520 0.236
H -3.472 3.736 0.603 0.205
```

Output
Orbital gap: 0.354 Ha
HOMO: -9.35 eV

***

Model 2:
DFT (the ωB97M-V functional and the def2-TZVPD basis) results for a 2-piece molecular cluster, C10H10N2O2 overall.

XYZ file:
```
24
Properties=species:S:1:pos:R:3:nbo_charge:R:1
O -5.784 -0.809 -0.155 -0.567
C -4.612 -0.520 -0.094 0.657
C -3.497 -1.223 0.714 -0.390
C -2.248 -0.838 0.682 0.033
N -1.895 0.350 -0.026 -0.629
C -2.841 1.360 -0.224 0.808
O -2.454 2.462 -0.452 -0.562
N -4.189 0.751 -0.363 -0.675
H -3.751 -2.424 0.677 0.249
H -1.247 -1.252 1.096 0.233
H -0.942 0.803 0.398 0.410
H -4.923 1.349 -0.881 0.431
C 2.584 1.042 0.509 -0.185
C 3.980 0.938 0.618 -0.224
C 4.598 -0.112 0.034 -0.206
C 3.838 -0.977 -0.744 -0.216
C 2.466 -0.975 -0.709 -0.196
C 1.757 0.009 -0.028 -0.225
H 2.103 1.841 0.912 0.197
H 4.376 1.697 1.219 0.219
H 5.718 -0.117 -0.268 0.221
H 4.279 -1.682 -1.465 0.214
H 1.968 -1.751 -1.289 0.209
H 0.717 0.078 -0.160 0.192
```

Output
Orbital gap: 0.368 Ha
HOMO: -9.59 eV

***

Model 3:
DFT (the ωB97M-V functional and the def2-TZVPD basis) results for a single C10H10N2O2 molecule.

XYZ file:
```
24
Properties=species:S:1:pos:R:3:nbo_charge:R:1
C -0.655 1.241 -3.023 -0.215
C 0.295 0.281 -2.899 -0.194
C -1.206 1.888 -1.991 -0.202
C 0.663 -0.187 -1.635 -0.169
C -0.964 1.395 -0.687 -0.173
C 0.054 0.401 -0.546 -0.129
C 0.172 -2.352 1.807 0.226
C 1.537 0.501 1.505 0.723
C -0.943 -0.153 1.716 -0.283
C 0.343 0.004 0.820 0.068
N 0.851 -2.020 0.790 -0.516
N -0.763 -1.493 2.346 -0.620
O 2.680 -0.093 1.062 -0.672
O 1.551 1.366 2.286 -0.546
H -0.911 1.613 -4.021 0.214
H 0.715 -0.151 -3.767 0.214
H -2.042 2.587 -2.081 0.219
H 1.530 -0.937 -1.667 0.239
H -1.415 1.697 0.219 0.213
H 0.198 -3.372 2.236 0.205
H -0.810 0.583 2.587 0.254
H -1.956 -0.288 1.191 0.236
H 2.214 -0.809 0.541 0.515
H -1.140 -1.702 3.212 0.392
```

Output
Orbital gap (spin up / spin down): 0.340 / 0.340 Ha
HOMO (spin up / spin down): -9.13 / -9.13 eV

***

Model 4:
DFT (the ωB97M-V functional and the def2-TZVPD basis) results for C10H10N2O2 as an isolated structure.

XYZ file:
```
24
Properties=species:S:1:pos:R:3:nbo_charge:R:1
C -1.045 -0.921 0.024 0.686
C -2.489 -1.467 0.018 -0.406
C -3.507 -0.537 0.106 0.055
C -2.050 1.297 -0.155 0.796
C 1.676 0.582 1.251 -0.298
C 2.697 1.353 0.683 -0.222
C 3.087 0.839 -0.556 -0.266
C 2.721 -0.366 -1.128 -0.231
C 1.870 -1.222 -0.433 -0.220
C 1.293 -0.743 0.749 -0.164
H -0.182 0.952 -0.339 0.452
H -2.841 -2.499 -0.113 0.241
H -4.478 -0.978 -0.092 0.214
H -4.232 1.272 -0.376 0.438
H 1.327 0.859 2.307 0.207
H 3.218 2.338 0.987 0.231
H 3.698 1.405 -1.211 0.198
H 3.267 -0.628 -2.109 0.218
H 1.590 -2.242 -0.736 0.226
H 0.707 -1.267 1.631 0.215
N -0.962 0.431 -0.074 -0.644
N -3.337 0.742 0.016 -0.609
O -0.128 -1.620 0.058 -0.536
O -1.901 2.421 -0.506 -0.581
```

Output
Orbital gap: 0.283 Ha
HOMO: -7.36 eV

***

Stability, lowest: model 4

***

Model 1:
DFT (the ωB97M-V functional and the def2-TZVPD basis) results for a 2-piece molecular cluster, H3N2O2P overall.

XYZ file:
```
8
Properties=species:S:1:pos:R:3:nbo_charge:R:1
N 1.592 -0.622 0.576 -0.633
N -1.634 -0.034 -0.094 0.261
O -2.217 -0.449 0.882 -0.360
O -1.648 -0.508 -1.219 -0.380
P -0.539 1.337 0.117 0.538
H 2.104 0.035 1.130 0.303
H 2.168 -0.798 -0.232 0.306
H 0.174 1.039 -1.160 -0.034
```

Output
Orbital gap (spin up / spin down): 0.307 / 0.306 Ha
HOMO (spin up / spin down): -10.49 / -9.69 eV

***

Model 2:
DFT (the ωB97M-V functional and the def2-TZVPD basis) results for a 2-piece molecular cluster, H3N2O2P overall.

XYZ file:
```
8
Properties=species:S:1:pos:R:3:nbo_charge:R:1
N 0.914 0.687 -0.112 -1.214
P -0.658 1.181 0.090 1.453
O -1.101 0.528 1.327 -1.102
H 1.493 0.390 0.639 0.403
H 1.596 1.125 -0.773 0.403
N -2.513 -1.230 -0.189 0.024
O -2.260 -0.398 -1.030 -0.277
H -1.892 -0.993 0.703 0.310
```

Output
Orbital gap: 0.329 Ha
HOMO: -9.40 eV

***

Stability, lowest: model 1